# 1
120
Properties=species:S:1:pos:R:3:forces:R:3 method="wB97M-V/def2-TZVPD" spin_multiplicity=1 charge=+1 gap_ev=3.9
O -4.08825 -4.10972 -2.95119 0.17 0.26 0.59
O 4.60928 -0.56941 2.75019 0.49 -0.28 0.37
O 0.96948 -0.35619 -0.60569 -1.29 3.10 1.96
N -2.07703 1.10299 -0.82408 -0.46 0.14 1.33
N 2.52245 -5.32382 1.10554 -1.02 0.01 -0.80
N -1.21026 1.64324 1.11365 -1.29 -0.45 -0.77
N -3.14251 1.29825 0.07033 0.85 -0.04 0.40
N 1.27428 -4.82322 -3.67656 1.10 0.87 0.79
C 2.50530 -3.05405 1.20823 -0.05 -0.94 0.47
C -3.28237 2.32062 -2.62819 0.65 -0.19 -0.12
C 0.77758 -3.31578 -2.04858 -0.45 0.32 0.34
C -2.75375 -4.33912 -3.08537 0.49 0.69 0.25
C 4.12611 3.44944 2.06261 -0.03 0.22 0.08
C 4.51505 -2.97363 3.17069 -0.26 0.23 -0.34
C 4.05854 -1.79003 2.52737 0.17 -0.45 -0.24
C 1.00440 2.89551 -1.94907 -1.18 0.90 -0.36
C 1.72759 5.38865 4.30232 0.13 0.20 0.18
C 1.81308 -4.01898 -2.71058 -1.04 -0.92 -0.06
C -0.10503 -4.65993 -3.71683 -0.15 0.13 0.95
C 3.52363 2.20426 2.24432 -0.01 -0.02 -0.36
C 3.05093 -1.83512 1.54923 0.30 0.30 0.39
C -3.18190 2.98503 3.31853 0.32 -0.23 -0.30
C 2.31259 2.46960 0.13761 1.37 0.24 0.56
C 1.59476 -3.47458 0.15057 1.34 0.15 0.37
C -3.07117 1.97942 -6.44786 -0.02 0.10 -0.29
C 2.64992 1.71237 1.28694 -0.08 0.31 -0.01
C -1.99106 0.74033 -4.55998 -0.36 0.57 0.03
C 0.85468 -2.67122 -0.76756 -1.72 -3.45 -0.49
C -1.76398 0.50214 -3.21007 -0.31 0.18 0.44
C 0.90915 4.42884 3.48861 0.03 -0.33 -0.06
C 0.30884 4.83341 2.29833 -0.33 -0.30 -0.16
C 4.01427 -4.21286 2.77273 0.07 0.27 0.22
C -3.47325 2.53872 -3.99905 0.16 -0.45 -0.15
C -2.37287 1.30996 -2.22165 -0.13 -0.29 -1.62
C -2.36872 -5.24289 -4.10933 0.28 0.48 0.22
C -2.83984 1.76692 -4.97844 0.13 -0.15 0.29
C 5.86614 -0.50169 3.46287 -0.68 0.02 -0.24
C -4.27846 0.87405 2.85910 0.52 0.00 0.05
C 1.97738 -5.83669 -4.45011 0.08 0.02 -0.17
C -1.02720 -5.43896 -4.40925 -0.35 0.31 0.14
C 3.03861 -4.22865 1.79369 -0.13 0.34 -0.52
C -0.43889 3.94815 1.51055 0.30 0.07 -0.02
C -1.78584 -3.66173 -2.30646 -0.95 -0.04 -0.35
C -1.19875 4.48907 0.33168 0.01 0.19 -0.36
C -0.46114 2.59614 1.87887 0.55 0.34 1.10
C 0.08086 2.16924 3.08809 0.34 0.41 -0.02
C -4.87206 0.89910 4.12042 0.10 0.47 0.03
C -3.80655 3.03429 4.56819 -0.16 -0.39 -0.12
C 0.50345 0.83355 -0.50338 3.49 0.95 -2.64
C -3.33912 1.85519 2.47897 -1.04 0.15 0.78
C -0.04666 0.73408 3.49270 0.17 -0.32 0.28
C 1.28916 2.08444 -0.75280 -1.64 -2.98 0.64
C 1.67574 -4.90280 0.12780 0.97 0.97 0.20
C -0.92030 -0.67382 -2.87577 0.36 -0.33 -0.15
C 2.97308 3.72156 -0.03887 -0.44 -0.18 -0.08
C -4.03380 3.21450 -1.70031 -0.71 0.45 0.30
C -0.46188 -3.74058 -2.69719 0.53 -0.94 -0.49
C -0.89848 1.18629 -0.14988 -0.83 0.54 -0.03
C 2.88832 -6.70860 1.35056 -0.20 -0.17 -0.12
C 0.75573 3.10167 3.88672 -0.16 -0.29 -0.20
C -4.49327 -3.07908 -2.00841 0.08 -0.63 -0.54
C -4.61612 1.96758 4.99082 0.11 0.10 -0.24
C -2.61076 1.61599 1.22101 0.58 0.12 -1.18
C 3.82528 4.21839 0.93232 0.23 -0.17 0.05
H -5.06500 1.98776 5.99052 0.18 -0.03 -0.46
H -2.56386 3.82648 2.98834 -0.15 -0.40 0.24
H -3.65292 3.89596 5.22680 -0.05 -0.35 -0.36
H -4.83826 3.69264 -2.26942 0.17 0.03 0.14
H -5.52866 0.08833 4.42896 0.09 0.20 -0.11
H 1.39821 -5.98885 -5.36823 0.48 -0.01 0.13
H -3.86025 1.31288 -6.83369 0.21 0.22 0.19
H 2.98429 -5.47575 -4.68171 -0.25 -0.13 -0.07
H 0.41442 5.86959 1.96981 -0.12 -0.27 0.10
H -4.15971 3.33083 -4.31488 0.24 -0.27 0.18
H 6.15708 0.54855 3.39717 0.02 -0.22 0.06
H -2.28070 4.59443 0.52994 0.37 -0.15 0.09
H 2.74644 -0.95585 0.99971 0.15 0.09 0.15
H -1.08264 0.48388 3.77497 0.28 0.06 -0.09
H 0.55386 3.86012 -1.65227 0.38 0.11 -0.57
H -3.41423 4.01877 -1.27994 -0.07 -0.29 -0.09
H -1.10848 -1.47008 -3.60305 -0.02 0.23 0.17
H 0.02977 -2.04240 -0.38882 1.06 -0.39 -0.56
H 4.83118 3.81300 2.80124 -0.07 0.09 0.00
H 1.60073 5.20553 5.37733 0.01 0.07 -0.25
H 2.75778 4.31046 -0.93910 0.14 -0.18 0.52
H 5.28870 -2.91553 3.93678 -0.27 -0.07 -0.28
H -4.07158 -2.10127 -2.29564 -0.11 -0.32 0.08
H -1.07719 3.86707 -0.56648 -0.11 0.15 0.28
H -4.49479 2.66026 -0.87800 0.11 0.32 -0.29
H -2.15336 1.75110 -7.00955 -0.30 0.13 0.12
H 3.45173 -6.73738 2.28765 -0.22 -0.28 -0.30
H -4.48489 0.06487 2.15882 0.07 0.08 0.26
H -5.58622 -3.06643 -2.08735 0.38 0.09 0.14
H 1.97467 -7.31511 1.42273 0.36 0.11 0.15
H 4.36966 -5.14622 3.20207 0.13 0.32 0.03
H 6.62529 -1.13812 2.99095 -0.18 0.11 0.05
H 3.73056 1.60440 3.13173 -0.01 0.24 -0.28
H 2.79875 5.28299 4.07641 -0.27 -0.05 -0.02
H 3.50256 -7.10284 0.52342 -0.12 0.21 0.40
H -1.14162 -1.05691 -1.88148 0.07 0.03 -0.07
H -3.15150 -5.74124 -4.66083 -0.03 -0.09 0.00
H 0.26086 0.06172 2.67571 -0.10 0.15 0.26
H -4.17779 -3.35004 -0.99010 -0.19 0.12 -0.25
H 0.28769 2.39957 -2.62044 0.17 0.14 0.07
H -3.36838 3.01458 -6.66231 0.08 -0.29 0.03
H 0.60149 0.54195 4.35808 -0.21 -0.07 -0.23
H 1.21737 2.75328 4.81261 -0.14 0.13 -0.19
H 2.86658 -4.04186 -2.46327 -0.07 0.15 -0.26
H 1.92385 3.09518 -2.53225 -0.40 -0.15 0.25
H -0.82327 5.49686 0.09521 -0.15 -0.37 -0.01
H 5.72740 -0.79099 4.51161 0.09 0.08 -0.15
H 2.05482 -6.80350 -3.91807 -0.16 0.52 -0.09
H -1.49878 0.11038 -5.30748 -0.17 0.15 0.31
H -2.04194 -3.06654 -1.42780 -0.14 -0.14 -0.47
H -0.68709 -6.14846 -5.15904 -0.32 0.05 0.14
H 4.26365 5.21298 0.79596 -0.04 -0.43 0.09
H 0.14891 -0.44735 -2.92524 -0.12 0.04 0.10
H 2.15913 0.74768 1.42621 0.16 0.42 0.13
H 1.44724 6.42659 4.08482 0.06 -0.23 0.10
H 1.15407 -5.59781 -0.52875 0.09 0.19 0.35

# 2
28
Properties=species:S:1:pos:R:3:forces:R:3 method="wB97M-V/def2-TZVPD" spin_multiplicity=1 charge=-1 gap_ev=5.6
Tl -1.03296 -0.94902 -0.67624 -0.34 0.67 1.25
Cl 1.49005 -1.49954 1.53014 0.12 -0.07 -0.01
O 1.71750 0.30793 -0.35362 1.27 -1.03 2.70
C -2.19816 1.24918 1.80578 0.67 0.33 0.20
C -0.37720 2.10563 2.93801 -0.49 -0.25 -0.54
C -1.24892 -2.90300 -2.51710 0.37 0.44 -0.76
C 0.15891 -2.70297 -2.33311 -0.42 0.29 -0.75
C 3.17976 0.62345 1.55619 0.37 0.33 0.17
C -1.78810 -1.72307 -3.12860 0.77 -0.48 -0.26
C -0.28890 2.52925 1.57965 -0.50 -0.54 0.29
C 2.13924 -0.04785 0.73539 -1.35 1.08 -2.50
C -1.55836 1.31192 3.07837 0.28 0.33 -0.70
C 0.49003 -1.40256 -2.83315 -0.59 -0.52 -0.42
C -0.71085 -0.79571 -3.32698 0.10 -0.83 -0.02
C -1.40938 1.99466 0.87751 0.15 -0.04 0.70
H 3.44020 1.57951 1.09313 -0.09 -0.20 0.06
H -0.77703 0.16204 -3.84565 0.00 -0.29 0.33
H 4.06995 -0.01978 1.60056 -0.24 0.11 0.07
H -1.91114 0.84597 3.99765 0.08 0.10 -0.20
H 0.86970 -3.44638 -1.96923 -0.27 0.32 0.02
H -1.62439 2.14606 -0.18006 0.00 0.01 0.22
H -2.82021 -1.58729 -3.45590 0.36 0.01 0.22
H -1.79881 -3.82136 -2.30476 0.17 0.38 0.05
H 1.49428 -0.98554 -2.90650 -0.39 -0.06 0.18
H -3.12260 0.71725 1.57968 0.20 0.13 0.06
H 2.80380 0.79370 2.57332 0.04 -0.11 -0.30
H 0.49016 3.15785 1.15342 -0.12 -0.09 0.06
H 0.32342 2.35967 3.73209 -0.14 -0.04 -0.11

# 3
55
Properties=species:S:1:pos:R:3:forces:R:3 method="wB97M-V/def2-TZVPD" spin_multiplicity=2 de_lowest_ev=0.384 charge=+1 gap_ev="6.8 / 7.2"
Fe 0.04706 -0.16716 0.11063 -0.09 -0.04 0.23
S 2.24866 -1.04753 0.16570 -0.06 0.11 -0.07
N 1.71202 0.01798 2.54738 -0.02 0.00 0.00
N 0.46711 0.42635 2.03814 0.02 0.01 -0.04
N 3.72902 -1.01697 2.35035 0.02 -0.02 -0.05
N -0.19840 -0.62230 -1.82238 -0.09 0.08 -0.01
N -0.38806 1.80989 -0.72829 0.15 0.00 0.02
C -3.80951 -2.95691 -0.06351 -0.02 -0.01 0.00
C -1.09725 1.37096 -4.81569 0.00 -0.01 0.00
C -1.00911 -3.45238 0.98678 -0.04 -0.03 -0.06
C -5.13655 -3.28383 -0.28147 0.01 0.00 0.00
C -1.03534 4.06163 -2.25136 0.00 0.00 0.01
C -0.48402 3.00760 -0.18577 -0.02 0.00 0.06
C -0.80179 4.16421 -0.90447 -0.01 0.00 -0.01
C -1.53954 -1.93679 2.85648 0.04 -0.03 -0.03
C -0.08729 -1.83255 -2.33998 0.02 -0.03 0.02
C -0.75710 0.22902 -4.01275 0.01 0.02 -0.03
C -0.29981 -2.09951 -3.69595 0.00 -0.01 0.00
C -0.62284 1.70747 -2.05749 -0.02 0.02 -0.01
C -3.34862 -2.58923 1.20248 0.00 0.03 0.03
C -0.95148 2.80183 -2.86560 -0.02 0.01 -0.02
C -6.04562 -3.24668 0.76848 0.00 0.00 0.00
C -1.87029 -2.23479 1.38742 -0.05 0.31 0.29
C -1.46624 -1.07097 0.48049 -0.10 -0.10 -0.17
C -5.60705 -2.88142 2.02846 0.01 0.00 0.00
C -0.64085 -1.06980 -4.53445 0.00 0.00 0.01
C 2.57941 -0.66108 1.77042 0.00 0.03 0.05
C -0.52391 0.40032 -2.64483 0.02 -0.01 -0.01
C -1.18951 2.59920 -4.26798 0.00 0.00 0.00
C -4.27095 -2.55732 2.24240 0.00 -0.01 0.00
H -7.08398 -3.50072 0.60205 0.00 0.00 0.00
H 1.92388 0.23210 3.50998 0.00 -0.03 0.01
H -6.30308 -2.84748 2.85677 0.00 0.00 0.00
H 0.38915 1.43433 2.13349 0.02 0.01 -0.04
H -0.81904 -1.24414 -5.58806 0.00 0.00 0.00
H -0.85954 5.11364 -0.39183 0.00 0.00 0.00
H -5.46421 -3.57018 -1.27273 0.00 0.00 0.00
H 3.95949 -0.79092 3.30296 -0.01 -0.01 0.00
H -1.44525 3.45720 -4.87634 0.00 0.00 0.01
H -3.11903 -2.98359 -0.89930 -0.01 -0.01 0.00
H -0.45946 -1.79359 2.95987 0.00 -0.09 0.03
H -1.79638 -2.77629 3.50437 -0.01 0.01 -0.01
H -1.23805 -4.28973 1.64980 0.00 0.00 -0.01
H -1.27857 1.22221 -5.87243 0.00 0.00 0.00
H 0.18301 -2.62174 -1.64981 -0.03 0.00 0.00
H -1.21640 -3.77751 -0.03274 0.03 0.02 -0.01
H 0.05223 -3.21053 1.06948 0.00 0.01 -0.01
H -2.06898 -1.05459 3.22694 0.02 0.01 -0.01
H 4.40147 -1.52511 1.80246 0.01 0.01 0.00
H -0.31374 3.07924 0.88275 0.02 0.00 0.00
H -1.28480 4.93362 -2.84274 0.00 0.00 0.00
H -0.19719 -3.11235 -4.05838 0.00 0.01 0.00
H -2.24681 -0.95007 -0.28452 0.18 -0.30 -0.22
H -0.27968 -0.01305 2.56806 0.00 0.05 0.02
H -3.96388 -2.28217 3.24200 -0.01 0.01 0.00

# 4
84
Properties=species:S:1:pos:R:3:forces:R:3 method="wB97M-V/def2-TZVPD" spin_multiplicity=3 de_lowest_ev=1.164 charge=+3 gap_ev="4.6 / 4.4"
W 0.19357 0.16812 0.47537 1.42 1.51 -2.40
Cl 1.97837 1.36633 1.81926 0.13 0.25 0.13
S 2.43298 -0.13500 -1.37583 0.36 0.67 0.22
P -1.18038 1.38911 2.14412 -0.79 0.56 1.07
O 2.12695 -0.94376 -0.14205 -0.86 0.08 0.55
O 2.03028 -0.72588 -2.60433 0.30 0.05 -0.22
N 1.38183 1.08928 -0.96486 0.07 -0.97 0.47
N -0.18520 -1.67819 1.47596 0.11 -1.49 -0.48
N -0.45976 -2.66647 0.72064 0.14 0.30 1.10
N -0.59900 2.02412 -1.26241 0.73 -0.71 0.47
N -0.70028 -1.09054 -0.99511 -0.13 -0.54 -0.12
N 7.77314 2.13642 -0.73259 -0.13 -0.05 0.00
N 1.02705 2.24720 -2.99163 0.13 -0.08 0.06
C -0.66632 -3.20509 3.32994 -0.05 0.19 -0.31
C 0.14581 2.95451 -3.69845 -0.09 0.05 0.00
C 4.86440 0.00826 -0.21311 0.10 -0.04 0.06
C -2.03728 2.92673 1.71103 0.16 -0.16 -0.30
C -1.86752 5.18508 0.90746 0.04 0.01 -0.02
C -2.51550 -0.24529 4.05454 0.05 0.12 -0.02
C 0.61517 1.83096 -1.81767 -0.52 0.36 -0.31
C -1.16774 -1.87340 -3.21346 -0.06 -0.36 0.03
C -1.47756 2.72147 -1.98855 -0.33 0.09 0.22
C -1.14415 -3.19838 -2.79838 -0.05 0.33 -0.31
C -0.62444 2.61858 4.60594 -0.07 -0.04 -0.02
C 2.12384 2.73573 4.15032 0.27 -0.09 -0.17
C -3.90993 4.40728 1.92762 -0.04 0.08 0.00
C 0.20543 3.26229 5.50928 0.03 0.02 0.05
C -0.02925 -2.05889 2.83305 0.10 0.02 0.79
C -3.34557 3.15534 2.12585 -0.02 -0.20 -0.07
C -0.92326 -3.45912 -1.45905 0.13 0.09 0.64
C 5.68811 2.07274 -1.90800 -0.01 0.00 -0.02
C -2.41406 0.21630 2.74841 0.18 -0.03 -0.32
C -1.13347 3.23281 -3.22612 0.04 -0.06 0.03
C -1.29157 3.94406 1.11023 -0.05 -0.02 0.09
C 6.10954 0.55675 -0.04521 -0.01 0.02 -0.04
C 0.95768 -1.67413 4.99294 0.00 -0.08 0.12
C 6.55462 1.59876 -0.89290 -0.03 -0.03 0.02
C 4.04110 0.48503 -1.23766 -0.75 -0.43 0.07
C 4.44794 1.52078 -2.08468 0.08 -0.02 -0.22
C -4.16595 -1.28356 2.04643 -0.02 0.01 0.02
C -3.23114 -0.31169 1.73815 0.02 0.10 0.15
C -0.94789 -0.86426 -2.29690 -0.05 0.32 0.12
C -0.69547 -2.39702 -0.59183 -0.22 0.35 -1.05
C -0.47195 -3.58140 4.64227 0.02 -0.01 0.03
C 1.28011 2.09393 3.26742 -0.43 0.10 0.45
C -3.17793 5.41416 1.31514 -0.04 -0.02 0.02
C 0.77255 -1.29111 3.67940 -0.03 0.03 -0.30
C -4.26850 -1.74374 3.35619 0.00 -0.03 -0.05
C 1.57325 3.32691 5.27872 -0.06 -0.02 -0.02
C -3.44775 -1.23036 4.35026 -0.01 0.01 0.10
C -0.09305 2.01329 3.46908 0.15 -0.28 -0.40
C 0.34370 -2.82378 5.47719 0.01 0.06 -0.04
H -1.30333 -3.99874 -3.50853 -0.01 -0.04 0.05
H -3.14856 0.07182 0.72403 -0.06 -0.06 -0.02
H -0.21369 3.73128 6.38906 -0.02 -0.01 -0.01
H 6.02408 2.87398 -2.55303 -0.03 -0.01 -0.03
H -1.87451 0.15594 4.82980 0.00 -0.08 0.02
H 1.30009 -0.43103 3.29860 -0.01 -0.10 0.05
H 0.47746 3.29197 -4.67348 -0.03 0.05 0.02
H 3.18921 2.78145 3.96395 -0.02 0.02 0.00
H 2.22105 3.84851 5.96989 0.00 -0.02 0.02
H -4.92171 4.59784 2.25901 -0.01 -0.01 -0.02
H -0.98840 0.16258 -2.62072 0.05 -0.02 0.02
H -1.69570 2.60009 4.76757 0.00 0.05 0.02
H -1.83337 3.82326 -3.79829 -0.01 -0.03 -0.02
H -1.32306 -3.77008 2.68601 -0.01 -0.07 0.00
H -0.95571 -4.47337 5.01657 -0.01 0.02 0.01
H 4.52790 -0.80338 0.41797 0.06 0.03 0.05
H -0.26105 3.76555 0.82713 0.04 0.07 -0.04
H -3.91815 2.36411 2.59523 -0.02 0.06 0.01
H -4.82179 -1.67341 1.27925 0.01 -0.01 0.00
H -4.99616 -2.50718 3.59819 0.00 0.01 0.02
H -1.36149 -1.61247 -4.24411 0.02 0.01 0.00
H -3.53179 -1.59838 5.36429 -0.03 0.02 0.00
H 8.11696 2.83888 -1.36224 0.05 0.04 -0.02
H -3.62654 6.38630 1.16016 0.00 0.00 0.01
H 3.79151 1.87002 -2.87310 0.04 0.05 0.00
H -1.29981 5.98150 0.44446 0.02 -0.01 0.01
H -2.46222 2.86667 -1.55989 0.02 0.05 0.01
H 0.50540 -3.12956 6.50222 -0.02 0.00 0.00
H 8.41095 1.77277 -0.04784 0.07 0.00 0.01
H 6.76708 0.18544 0.72981 -0.01 -0.03 -0.01
H -0.91139 -4.45874 -1.04644 0.02 -0.01 -0.05
H 1.60008 -1.09261 5.64029 0.01 0.01 -0.02

The following maximum force values (in hartree/bohr) correspond, in order, to the records above: 0.0871 0.0614 0.0084 0.0616.